(1)
Here is a 18-piece molecular cluster, C32H108N8O18 overall at a distorted geometry from the Open Molecules 2025 dataset. Energies are from ωB97M-V with the def2-TZVPD basis set.

Results
- DFT total energy (a.u.) = -3076.21176
- orbital gap (eV) = 9.131
- maximum force (Eh/bohr) = 0.0650
- LUMO level (eV) = 0.484
- energy relative to the best compared isomer or geometry (same formula, charge and spin) (kJ/mol) = 144.5

```
! wB97M-V def2-TZVPD RIJCOSX def2/J DEFGRID3
* xyz 0 1
O 1.941 -3.365 2.073
H 2.023 -4.280 2.389
H 1.530 -2.922 2.884
O 4.602 -2.621 1.526
H 5.277 -3.172 1.043
H 3.686 -3.006 1.463
O -1.104 -5.892 0.651
H -1.451 -6.643 0.183
H -0.577 -5.480 -0.103
O 3.196 0.429 2.979
H 2.782 0.989 2.254
H 3.760 -0.165 2.422
O -1.353 -6.508 3.345
H -1.805 -5.960 3.960
H -1.333 -6.135 2.432
O -1.741 2.237 3.041
H -2.312 3.018 3.175
H -2.189 1.789 2.307
O -1.302 3.227 -2.700
H -0.650 3.305 -3.377
H -0.961 3.884 -2.034
O -1.223 0.088 -2.668
H -1.096 0.093 -1.686
H -1.475 1.029 -2.876
O 1.317 -6.403 2.331
H 0.876 -6.870 3.049
H 0.687 -6.136 1.631
O -1.409 5.043 -0.894
H -1.068 4.886 0.009
H -2.373 4.974 -0.813
C 2.154 0.514 -7.611
C 1.439 0.019 -6.360
C 1.303 1.191 -5.370
O 2.587 1.712 -4.958
C 2.251 2.862 -4.168
N 0.196 -0.624 -6.679
H 1.445 1.097 -8.236
H 2.571 -0.425 -8.101
H 3.015 1.135 -7.326
H 2.063 -0.711 -5.872
H 0.765 0.897 -4.476
H 0.714 1.988 -5.821
H 2.013 3.684 -4.840
H 3.075 3.039 -3.487
H 1.332 2.633 -3.567
H -0.148 -0.245 -7.558
H 0.251 -1.638 -6.670
C -4.826 2.672 0.372
C -4.824 1.259 0.982
C -5.565 0.141 0.194
O -5.409 -1.103 0.876
C -5.437 -2.180 -0.066
N -3.429 0.821 1.108
H -5.756 3.204 0.595
H -4.795 2.726 -0.770
H -3.899 3.150 0.734
H -5.192 1.314 2.038
H -5.079 0.177 -0.809
H -6.606 0.302 0.048
H -4.521 -2.326 -0.604
H -6.290 -2.137 -0.736
H -5.657 -3.086 0.551
H -3.120 0.532 0.176
H -3.381 -0.062 1.647
C 3.841 4.334 -0.621
C 2.913 5.447 -0.148
C 3.353 5.998 1.221
O 2.988 5.028 2.247
C 3.385 5.430 3.515
N 2.924 6.592 -1.105
H 3.998 3.648 0.208
H 4.804 4.715 -0.866
H 3.428 3.806 -1.482
H 1.848 5.093 -0.016
H 2.863 6.978 1.367
H 4.465 6.111 1.238
H 4.354 5.921 3.490
H 3.528 4.501 4.042
H 2.678 6.152 3.928
H 2.241 7.314 -0.921
H 2.894 6.270 -2.076
C -0.413 -2.969 6.017
C -0.436 -1.972 4.884
C -0.778 -0.552 5.305
O -1.922 -0.535 6.058
C -3.143 -0.282 5.430
N 0.912 -1.898 4.147
H -0.129 -3.991 5.810
H -1.386 -2.966 6.452
H 0.254 -2.707 6.890
H -1.082 -2.325 4.048
H -0.828 0.106 4.411
H 0.058 -0.149 5.855
H -3.975 -0.354 6.122
H -3.299 -1.053 4.614
H -3.146 0.692 4.939
H 1.663 -1.624 4.876
H 0.873 -1.019 3.561
C -0.292 7.326 1.831
C -0.829 6.155 2.588
C -2.396 6.054 2.668
O -2.811 4.905 3.389
C -2.675 5.008 4.848
N -0.428 4.912 2.020
H -0.360 8.287 2.341
H -0.750 7.300 0.818
H 0.808 7.071 1.757
H -0.462 6.263 3.653
H -2.614 5.985 1.577
H -2.802 6.914 3.184
H -3.497 4.445 5.230
H -2.646 6.043 5.253
H -1.781 4.538 5.236
H 0.525 4.672 2.222
H -1.085 4.142 2.316
C 2.226 -6.950 -0.620
C 1.885 -5.501 -0.943
C 2.944 -4.886 -1.822
O 2.566 -3.555 -2.229
C 2.405 -2.648 -1.153
N 0.526 -5.346 -1.458
H 3.018 -7.120 0.082
H 2.604 -7.496 -1.524
H 1.357 -7.494 -0.266
H 1.897 -4.857 -0.015
H 3.058 -5.533 -2.677
H 3.898 -4.920 -1.260
H 2.098 -1.705 -1.646
H 3.403 -2.432 -0.639
H 1.773 -2.946 -0.373
H 0.244 -6.202 -2.015
H 0.429 -4.586 -2.138
C 1.460 1.158 -0.683
C 0.704 1.548 0.583
C 0.305 0.281 1.253
O -0.555 -0.409 0.355
C -0.962 -1.633 1.006
N 1.554 2.302 1.501
H 2.433 0.734 -0.433
H 1.647 1.902 -1.435
H 0.900 0.355 -1.158
H -0.204 2.009 0.209
H -0.271 0.524 2.137
H 1.027 -0.443 1.597
H -0.132 -2.221 1.310
H -1.515 -2.200 0.264
H -1.445 -1.387 1.911
H 0.935 2.639 2.212
H 1.942 3.130 1.098
C 0.404 -5.945 -5.085
C -0.171 -4.639 -5.608
C -0.657 -3.853 -4.434
O -1.537 -4.725 -3.620
C -2.464 -3.897 -2.978
N 0.850 -3.840 -6.281
H -0.434 -6.443 -4.594
H 1.125 -5.787 -4.310
H 0.825 -6.531 -5.949
H -1.025 -4.835 -6.263
H -1.164 -2.931 -4.722
H 0.270 -3.558 -3.848
H -3.073 -3.301 -3.655
H -1.955 -3.206 -2.265
H -3.121 -4.561 -2.389
H 1.336 -4.405 -6.938
H 1.515 -3.379 -5.696
*
```

These are the Mulliken partial charges, in e, on atoms 1 to 99: -0.420 0.261 0.292 -0.654 0.299 0.376 -0.694 0.254 0.198 -0.692 0.290 0.349 -0.646 0.296 0.406 -0.737 0.354 0.279 -0.622 0.291 0.391 -0.550 0.175 0.219 -0.632 0.288 0.319 -0.727 0.129 0.343 -1.401 0.574 -0.472 -0.450 -0.030 -0.537 0.363 0.310 0.335 0.257 0.208 0.166 0.424 0.133 -0.365 0.231 0.230 -1.162 0.009 -0.740 -0.314 -0.682 0.151 0.455 0.314 -0.008 0.426 0.354 0.468 0.200 0.362 0.275 -0.220 0.080 -0.986 1.895 -1.264 -0.118 -0.931 -0.711 0.325 0.542 -0.262 -0.559 0.348 0.491 0.362 0.282 0.262 0.255 0.246 -1.695 0.990 -0.051 -0.465 -0.329 -0.332 0.413 0.422 0.324 -0.251 -0.198 0.444 0.359 0.186 -0.010 0.306 -0.175 -0.976

(2)
Here is a 23-piece molecular cluster, C32H110O32 overall at a distorted geometry from the Open Molecules 2025 dataset. Energies are from ωB97M-V with the def2-TZVPD basis set.

Results
- DFT total energy (a.u.) = -3692.48523
- orbital gap (eV) = 9.479
- maximum force (Eh/bohr) = 0.0519
- LUMO level (eV) = 0.039

```
! wB97M-V def2-TZVPD RIJCOSX def2/J DEFGRID3
* xyz 0 1
C -1.518 -3.099 1.144
C -0.542 -3.704 0.062
O -0.739 -3.109 -1.206
O -2.898 -3.381 0.920
H -1.351 -2.062 1.437
H -1.174 -3.635 2.029
H -0.560 -4.793 0.015
H 0.508 -3.518 0.291
H -0.245 -3.616 -1.855
H -3.211 -3.285 0.017
C 5.382 -1.426 3.459
C 4.505 -2.508 2.860
O 4.595 -3.731 3.638
O 4.911 -1.065 4.776
H 5.585 -0.554 2.837
H 6.358 -1.887 3.610
H 4.862 -2.706 1.849
H 3.482 -2.139 2.794
H 3.870 -4.309 3.389
H 4.989 -1.836 5.343
C 1.392 -6.634 4.104
C 1.668 -6.388 2.608
O 2.515 -5.269 2.561
O 0.346 -5.837 4.656
H 2.263 -6.388 4.711
H 1.214 -7.707 4.174
H 0.814 -6.230 1.950
H 2.269 -7.165 2.137
H 2.002 -4.579 2.988
H 0.674 -4.937 4.604
C -3.292 -3.948 -3.538
C -4.591 -3.481 -2.838
O -4.284 -3.049 -1.533
O -2.405 -2.802 -3.694
H -3.585 -4.195 -4.558
H -2.781 -4.810 -3.108
H -5.292 -4.311 -2.749
H -5.153 -2.685 -3.327
H -5.108 -2.744 -1.146
H -2.201 -2.561 -2.787
C -4.378 0.652 -1.774
C -3.769 0.214 -3.130
O -3.649 1.290 -3.972
O -3.485 1.334 -0.876
H -4.796 -0.225 -1.280
H -5.202 1.331 -1.994
H -4.409 -0.544 -3.581
H -2.761 -0.180 -2.998
H -4.529 1.626 -4.153
H -2.724 0.799 -0.641
C 3.870 -3.018 -1.548
C 2.826 -1.920 -1.845
O 2.938 -0.845 -0.976
O 5.160 -2.586 -1.946
H 3.698 -3.950 -2.086
H 3.870 -3.373 -0.518
H 1.791 -2.258 -1.808
H 2.968 -1.618 -2.883
H 3.777 -0.426 -1.179
H 5.660 -2.318 -1.172
C -4.155 4.221 -2.276
C -4.927 5.428 -2.697
O -6.323 5.238 -2.989
O -4.481 3.831 -0.886
H -3.071 4.274 -2.379
H -4.381 3.417 -2.977
H -4.438 5.793 -3.600
H -4.638 6.209 -1.994
H -6.747 4.774 -2.264
H -3.975 3.020 -0.806
C 0.652 0.378 1.119
C -0.066 0.724 -0.177
O -1.225 -0.114 -0.312
O 1.073 -0.981 1.118
H 0.040 0.508 2.012
H 1.461 1.092 1.274
H 0.597 0.773 -1.040
H -0.562 1.679 -0.003
H -0.935 -1.029 -0.338
H 1.704 -1.036 0.396
C 2.632 1.985 4.633
C 2.706 2.316 6.083
O 3.064 3.601 6.433
O 1.831 2.949 3.917
H 2.236 0.976 4.518
H 3.649 1.969 4.243
H 3.332 1.571 6.574
H 1.747 2.255 6.597
H 2.543 3.823 7.207
H 2.296 3.788 3.916
C -4.411 5.028 2.547
O -3.834 5.420 1.310
H -5.299 4.421 2.369
H -3.712 4.419 3.119
H -4.785 5.929 3.035
H -3.913 4.732 0.645
C -3.723 0.718 2.344
O -3.463 1.270 3.562
H -3.479 -0.333 2.494
H -4.759 0.752 2.006
H -3.057 1.023 1.537
H -2.718 1.870 3.485
C -0.850 2.834 -4.862
O -0.974 1.955 -3.798
H 0.201 3.103 -4.959
H -1.195 2.283 -5.737
H -1.510 3.670 -4.631
H -1.882 1.665 -3.680
C 2.947 3.366 -0.027
O 2.532 3.844 -1.284
H 2.372 3.920 0.714
H 2.829 2.292 0.119
H 3.986 3.651 0.142
H 1.592 3.785 -1.472
C 2.902 -0.371 -7.296
O 3.419 0.203 -6.066
H 2.028 0.233 -7.540
H 3.576 -0.309 -8.150
H 2.450 -1.357 -7.190
H 2.704 0.208 -5.425
C 0.354 -4.766 -4.276
O 0.182 -5.299 -2.919
H -0.045 -3.751 -4.280
H 1.399 -4.773 -4.584
H -0.214 -5.366 -4.987
H -0.002 -6.236 -3.012
C -0.841 0.492 6.010
O -1.393 -0.637 6.659
H -1.376 1.393 6.309
H 0.192 0.566 6.350
H -0.878 0.303 4.938
H -2.071 -0.343 7.272
C -0.878 3.606 2.448
O -0.797 2.566 3.463
H -0.802 4.602 2.885
H -0.126 3.607 1.659
H -1.818 3.489 1.908
H 0.129 2.542 3.716
C 0.486 -1.066 -4.686
O 1.168 0.129 -4.399
H 0.353 -1.641 -3.770
H -0.432 -0.836 -5.227
H 1.182 -1.610 -5.324
H 0.463 0.721 -4.126
C 1.260 -2.387 4.749
O 0.818 -3.137 3.605
H 1.137 -3.072 5.588
H 2.275 -1.990 4.774
H 0.547 -1.618 5.045
H 0.632 -2.460 2.950
C 5.236 1.335 -2.653
O 5.384 0.717 -1.392
H 4.206 1.591 -2.903
H 5.678 2.331 -2.659
H 5.761 0.677 -3.346
H 6.135 1.204 -1.045
C -0.294 5.133 -2.308
O -0.122 3.770 -1.822
H 0.405 5.423 -3.093
H -1.323 5.187 -2.661
H -0.220 5.851 -1.491
H -0.576 3.200 -2.448
C -3.841 -2.204 4.583
O -4.941 -1.815 5.443
H -2.982 -1.550 4.731
H -3.483 -3.206 4.819
H -4.207 -2.201 3.556
H -4.895 -0.871 5.614
C 3.569 4.514 -4.466
O 4.049 4.836 -3.185
H 4.191 4.891 -5.278
H 3.486 3.431 -4.557
H 2.533 4.841 -4.552
H 3.601 4.326 -2.506
*
```

These are the Mulliken partial charges, in e, on atoms 1 to 99: -0.061 -0.285 0.775 -0.593 -0.313 0.273 0.517 0.154 -0.418 0.464 -0.856 0.862 -0.610 -0.532 0.333 0.386 0.156 -0.378 0.449 0.305 -0.428 -0.191 -0.670 -0.627 0.265 0.375 0.079 0.322 0.180 0.198 -0.451 -0.518 -0.490 -0.350 0.385 0.195 0.443 0.289 0.230 0.012 -0.726 0.213 -0.704 0.294 0.135 0.566 0.243 -0.329 0.325 -0.229 -0.673 1.155 0.136 -0.555 0.298 0.132 -0.447 0.001 -0.371 0.323 1.297 -0.749 -0.564 -0.661 -0.876 -0.070 0.368 0.373 0.355 0.535 -0.238 -0.016 1.146 0.221 -0.267 0.062 -0.209 0.152 -0.792 -0.266 0.200 -0.570 -0.561 -0.482 0.004 0.322 0.328 0.221 0.356 0.256 -0.476 -0.535 0.242 0.123 0.316 0.453 0.225 -0.585 -0.254

(3)
Here is C32H16AlBr2ClF5N3O3 as an isolated structure from the Open Molecules 2025 dataset. Energies are from ωB97M-V with the def2-TZVPD basis set.

Results
- DFT total energy (a.u.) = -7969.28021
- orbital gap (eV) = 6.967
- maximum force (Eh/bohr) = 0.0098
- LUMO level (eV) = -0.910
- energy relative to the best compared isomer or geometry (same formula, charge and spin) (kJ/mol) = 0.0

```
! wB97M-V def2-TZVPD RIJCOSX def2/J DEFGRID3
* xyz 0 1
Al -0.078 -0.285 0.006
Cl 3.469 0.807 5.862
C 2.914 0.396 4.265
C 3.620 0.855 3.150
C 3.216 0.515 1.880
C 2.060 -0.256 1.664
O 1.685 -0.568 0.440
C 1.336 -0.675 2.806
C 0.141 -1.462 2.648
N -0.488 -1.527 1.531
C -1.500 -2.474 1.264
C -2.392 -3.001 2.148
C -3.348 -3.945 1.705
C -3.400 -4.333 0.399
C -2.484 -3.795 -0.540
C -2.489 -4.114 -1.918
C -1.569 -3.540 -2.743
C -0.632 -2.637 -2.200
N -0.602 -2.305 -0.935
C -1.526 -2.875 -0.100
C 1.795 -0.375 4.098
H 4.484 1.491 3.296
H 3.763 0.872 1.017
H -0.190 -2.066 3.495
H -2.397 -2.676 3.181
H -4.053 -4.352 2.418
H -4.143 -5.045 0.062
H -3.230 -4.804 -2.303
H -1.553 -3.748 -3.804
H 0.115 -2.177 -2.838
H 1.243 -0.732 4.958
C 2.738 0.074 -2.135
C 1.413 0.563 -2.636
C 1.361 1.236 -3.878
C 0.179 1.670 -4.393
C -1.020 1.437 -3.685
C -2.317 1.790 -4.127
Br -2.552 2.663 -5.793
C -3.414 1.493 -3.373
C -3.273 0.842 -2.136
Br -4.809 0.403 -1.138
C -2.037 0.497 -1.627
O -1.847 -0.096 -0.487
C -0.896 0.792 -2.445
N 0.311 0.365 -1.936
H 3.476 0.116 -2.934
H 2.667 -0.940 -1.748
H 3.073 0.697 -1.307
H 2.286 1.399 -4.414
H 0.147 2.185 -5.343
H -4.402 1.760 -3.720
F 2.654 5.333 3.246
C 1.967 4.353 2.648
C 2.152 4.089 1.304
F 3.024 4.815 0.596
C 1.448 3.069 0.696
F 1.666 2.815 -0.608
C 0.528 2.277 1.389
O -0.124 1.308 0.814
C 0.368 2.569 2.748
F -0.484 1.832 3.475
C 1.067 3.588 3.366
F 0.877 3.835 4.665
*
```

Charges in e, computed with Mulliken, in the same order as the atoms: -0.631 -0.253 0.201 -0.931 -0.247 -0.172 -0.273 0.366 0.283 0.593 -0.042 -0.697 -0.858 -0.967 0.886 -0.686 -1.089 0.105 0.236 0.639 -1.030 0.462 0.484 0.473 0.477 0.403 0.418 0.439 0.435 0.469 0.466 -1.284 0.982 -1.092 -1.244 1.026 0.073 -0.240 -0.247 0.146 -0.182 -0.233 -0.264 -0.292 0.915 0.576 0.245 0.019 0.514 0.361 0.435 -0.337 0.739 0.266 -0.339 -0.169 -0.335 0.450 0.110 -0.101 -0.445 0.349 -0.360

(4)
Here is C32H21BrF12N3O2Pt as an isolated structure at a distorted geometry from the Open Molecules 2025 dataset. Energies are from ωB97M-V with the def2-TZVPD basis set.

Results
- DFT total energy (a.u.) = -5438.66231
- orbital gap (eV) = 5.181
- maximum force (Eh/bohr) = 0.0391
- LUMO level (eV) = 1.471
- energy relative to the best compared isomer or geometry (same formula, charge and spin) (kJ/mol) = 46.8

```
! wB97M-V def2-TZVPD RIJCOSX def2/J DEFGRID3
* xyz -1 1
Pt 0.290 0.314 0.964
C -5.781 -2.755 1.451
C -4.435 -2.258 0.989
C -3.521 -3.098 0.366
C -2.297 -2.621 -0.049
C -1.912 -1.275 0.120
N -0.654 -0.866 -0.293
C -0.007 -1.480 -1.349
C -0.738 -1.816 -2.507
C -0.133 -2.343 -3.625
C 1.244 -2.543 -3.661
C 1.919 -3.075 -4.899
C 1.974 -2.213 -2.532
C 1.384 -1.718 -1.367
C 2.289 -1.542 -0.129
O 1.764 -1.078 1.035
C 2.809 -2.959 0.291
F 3.459 -3.682 -0.650
F 3.653 -2.869 1.337
F 1.765 -3.714 0.676
C 3.535 -0.654 -0.518
F 4.025 -0.009 0.551
F 3.234 0.282 -1.436
F 4.575 -1.361 -1.039
C -2.826 -0.429 0.793
C -4.051 -0.945 1.213
C -2.528 1.048 1.119
O -1.313 1.555 0.781
C -2.724 1.279 2.669
F -2.042 2.356 3.095
F -2.262 0.228 3.380
F -4.005 1.471 3.073
C -3.530 1.951 0.342
F -3.308 3.255 0.594
F -3.378 1.762 -0.981
F -4.842 1.738 0.604
H -6.072 -3.653 0.905
H -6.546 -1.992 1.302
H -5.762 -3.000 2.517
H -3.769 -4.142 0.206
H -1.583 -3.298 -0.497
H -1.806 -1.641 -2.502
H -0.735 -2.602 -4.490
H 1.218 -3.659 -5.496
H 2.774 -3.703 -4.643
H 2.285 -2.254 -5.521
H 3.044 -2.368 -2.563
H -4.745 -0.306 1.742
Br 2.709 3.694 -5.381
C 2.296 3.356 -3.557
C 3.039 3.978 -2.568
C 2.738 3.741 -1.240
C 1.686 2.879 -0.893
C 0.937 2.284 -1.922
C 1.245 2.507 -3.247
N 1.388 2.504 0.395
C 1.675 3.134 1.461
C 1.458 2.476 2.721
C 1.688 3.103 3.952
C 1.454 2.424 5.123
C 1.009 1.107 5.068
C 0.803 0.539 3.826
N 1.013 1.195 2.686
H 3.857 4.632 -2.839
H 3.343 4.196 -0.466
H 0.106 1.653 -1.631
H 0.676 2.021 -4.028
H 2.016 4.172 1.449
H 2.034 4.129 3.953
H 1.609 2.901 6.082
H 0.825 0.535 5.965
H 0.462 -0.482 3.725
*
```

Charges in e, computed with Mulliken, in the same order as the atoms: 1.720 -1.560 0.432 -1.190 -0.126 0.013 0.284 0.577 -0.009 -1.037 0.356 -1.619 -0.587 -1.049 1.333 -1.033 0.404 -0.271 -0.290 -0.261 0.477 -0.288 -0.147 -0.313 -0.921 -0.757 1.552 -1.160 0.600 -0.283 -0.278 -0.289 0.575 -0.285 -0.252 -0.273 0.374 0.377 0.292 0.329 0.556 0.578 0.327 0.377 0.378 0.290 0.495 0.461 -0.230 0.164 -0.730 -0.600 -0.329 0.430 -0.720 0.446 -0.991 1.019 -1.023 -0.363 -0.854 -0.075 0.393 0.389 0.347 0.210 0.472 0.365 0.446 0.412 0.422 0.518